Formula: C53H172N14O29
Source: the Open Molecules 2025 dataset
Level of theory: wB97M-V/def2-TZVPD

Element x y z (Å)
C1 17.4097 27.4253 19.0489
O1 17.5375 26.2479 18.7899
N1 17.3154 27.8633 20.3080
N2 17.2406 28.3456 18.0957
H1 17.6110 27.2628 21.0553
H2 17.2772 28.8473 20.5734
H3 17.0205 29.3074 18.4056
H4 17.6423 28.1214 17.1760
C2 14.9312 23.7942 19.3591
O2 14.3895 22.7670 19.8627
N3 16.0817 24.2851 19.8675
N4 14.2899 24.4935 18.3671
H5 16.6420 25.1125 19.5933
H6 16.2740 24.0091 20.8382
H7 14.8907 25.1030 17.7969
H8 13.6207 23.8613 17.8379
C3 13.6735 20.6462 17.0045
O3 13.4962 21.7788 16.5715
N5 13.8383 19.6026 16.0326
N6 13.6631 20.2815 18.3007
H9 13.6011 18.6843 16.3895
H10 13.5250 19.9322 15.0752
H11 14.1091 19.4349 18.5193
H12 13.8629 21.0904 18.9762
C4 17.8165 19.3538 23.0422
C5 16.8226 18.3942 23.7075
C6 15.7215 17.9972 22.7180
O4 14.7775 19.1184 22.6305
C7 13.7000 18.7521 21.7789
N7 17.5826 17.1577 24.1413
H13 18.5753 19.6485 23.8644
H14 17.2110 20.2180 22.7359
H15 18.3007 18.9020 22.1478
H16 16.4189 18.9384 24.6125
H17 15.1597 17.0592 23.0451
H18 16.2145 17.8288 21.7267
H19 12.8714 19.4871 21.7924
H20 13.2613 17.7213 22.0269
H21 14.0995 18.6767 20.7782
H22 18.2410 17.5254 24.8237
H23 16.9400 16.4983 24.6434
C8 12.7755 13.2113 20.3408
C9 14.3313 13.1183 20.6096
C10 15.1586 13.9481 19.6125
O5 14.8624 13.4979 18.2768
C11 15.7303 12.5343 17.7786
N8 14.5880 13.7463 21.9296
H24 12.6823 12.8762 19.2700
H25 12.5154 14.2300 20.3705
H26 12.1383 12.6553 21.0416
H27 14.7130 12.0127 20.6514
H28 16.2817 13.7967 19.7614
H29 15.0541 15.0076 19.6701
H30 15.2046 12.0522 16.9312
H31 15.9384 11.6391 18.4388
H32 16.6474 13.0312 17.5244
H33 15.5404 13.8404 22.2335
H34 13.8860 13.4764 22.6108
C12 22.2121 25.6730 16.4001
C13 20.9846 25.0747 17.0281
C14 21.2825 23.8657 17.9954
O6 22.0434 22.8981 17.3566
C15 22.1270 21.7016 18.0394
N9 20.0070 26.0560 17.5896
H35 22.8004 26.3553 17.0082
H36 21.9557 26.2374 15.4658
H37 22.7964 24.7986 16.1188
H38 20.4876 24.5817 16.1747
H39 20.3384 23.5069 18.4119
H40 21.8046 24.2802 18.9110
H41 22.5924 21.8109 19.0013
H42 22.8375 21.0856 17.3883
H43 21.1662 21.1804 18.1539
H44 19.3316 25.7173 18.2530
H45 20.4317 26.8961 17.9237
C16 16.7070 15.2415 15.4922
C17 15.9087 16.1831 14.5520
C18 14.5351 15.5651 14.1799
O7 13.6609 15.6176 15.3343
C19 12.5352 14.7293 15.2648
N10 15.8708 17.5345 15.1385
H46 17.7356 15.4297 15.4055
H47 16.5214 14.1738 15.3524
H48 16.6265 15.6320 16.5973
H49 16.4395 16.2667 13.6203
H50 14.4683 14.5449 13.7850
H51 14.0971 16.1764 13.4177
H52 11.8984 14.9609 16.1761
H53 12.9436 13.7216 15.2851
H54 11.9709 14.9077 14.3367
H55 15.2880 17.4965 15.9518
H56 15.5327 18.3010 14.5082
C20 26.5794 21.7097 19.8330
C21 25.8540 21.3509 21.1268
C22 25.1602 22.6083 21.6970
O8 25.9893 23.7309 21.4030
C23 25.9882 24.7893 22.2711
N11 24.8526 20.2653 20.8743
H57 25.7835 21.9905 19.0782
H58 27.0672 20.8253 19.4698
H59 27.2576 22.5182 20.0402
H60 26.6129 20.9385 21.8396
H61 24.9822 22.4388 22.7596
H62 24.2417 22.8072 21.1536
H63 25.8122 24.5415 23.3177
H64 25.2682 25.5626 22.0246
H65 27.0260 25.1972 22.2656
H66 25.2987 19.5097 20.3642
H67 24.1038 20.4287 20.1952
C24 17.2711 20.8940 19.7191
C25 17.2805 20.4778 18.2073
C26 18.6733 20.6470 17.7078
O9 18.6696 20.4770 16.3108
C27 19.9651 20.2787 15.7894
N12 16.7884 19.1271 17.9648
H68 16.4914 20.2923 20.1123
H69 17.0578 21.9822 19.6790
H70 18.1295 20.5908 20.3073
H71 16.6643 21.1616 17.5980
H72 19.1967 19.8337 18.2011
H73 18.9841 21.7031 17.9868
H74 20.5138 21.2192 15.8462
H75 20.0233 20.0152 14.7345
H76 20.5240 19.5031 16.2866
H77 17.4584 18.4473 18.1696
H78 16.5620 18.9798 17.0044
C28 22.5381 27.0171 11.3837
C29 22.0841 25.5038 11.3926
C30 21.0237 25.0990 10.3531
O10 20.4522 23.8883 10.6549
C31 19.2901 24.0738 11.3960
N13 23.2472 24.6445 11.4522
H79 23.2478 27.2409 12.2010
H80 21.7633 27.7868 11.4670
H81 23.0305 27.0556 10.3849
H82 21.5494 25.2731 12.3226
H83 21.4191 25.0542 9.3042
H84 20.3056 25.9227 10.3540
H85 19.4482 24.6155 12.3325
H86 18.8733 23.0975 11.5288
H87 18.4978 24.7028 10.8891
H88 23.6966 24.8846 10.5527
H89 22.8050 23.6907 11.3530
C32 26.0668 21.9285 15.1124
C33 26.3396 20.7729 14.1505
C34 27.5576 19.9436 14.7222
O11 28.6303 20.8380 14.8591
C35 29.6924 20.4406 13.9869
N14 25.1170 19.9878 14.0139
H90 25.2978 22.5769 14.6696
H91 26.9237 22.5556 15.3212
H92 25.7131 21.6705 16.1187
H93 26.6255 21.1948 13.2120
H94 27.6664 19.0918 14.0255
H95 27.3063 19.6133 15.7606
H96 30.2450 19.5964 14.4297
H97 30.3382 21.3237 13.8852
H98 29.3499 20.1395 13.0027
H99 25.2311 19.3192 13.2152
H100 24.3566 20.6026 13.7086
C36 19.4743 25.5753 21.7467
O12 18.3427 26.1825 22.3132
H101 19.5199 24.4617 21.8331
H102 19.5663 25.8816 20.7397
H103 20.3322 25.8630 22.3028
H104 17.8958 25.6334 22.9450
C37 17.4544 16.3901 19.8516
O13 18.5416 17.2387 20.0827
H105 16.5735 16.9809 19.6295
H106 17.6672 15.7467 18.9791
H107 17.1653 15.7524 20.6551
H108 19.2736 17.0027 20.6646
C38 16.7489 23.3588 24.5562
O14 16.6663 24.2540 23.4636
H109 15.8541 22.6557 24.5789
H110 17.6344 22.7095 24.4497
H111 16.7884 23.9013 25.5091
H112 15.7013 24.4454 23.2890
C39 19.8416 17.0201 17.4560
O15 20.7195 15.9222 17.8537
H113 20.1343 17.3830 16.4900
H114 18.7774 16.6112 17.3709
H115 19.8474 17.8141 18.1968
H116 21.3415 15.8940 17.0610
C40 15.4942 20.6059 12.2562
O16 16.7720 21.1086 11.9115
H117 15.0307 20.0482 11.4291
H118 15.6275 19.8860 13.0275
H119 14.8409 21.3914 12.6682
H120 16.9438 21.8326 12.5257
C41 18.9242 18.5616 12.7706
O17 18.7930 17.7673 13.9487
H121 17.9930 18.4521 12.2219
H122 19.0773 19.5963 12.9853
H123 19.7811 18.2009 12.1934
H124 17.8954 17.7392 14.3577
C42 21.9775 17.1234 14.0130
O18 22.3613 16.7509 15.3850
H125 22.7065 16.7288 13.3303
H126 21.0175 16.6551 13.7724
H127 21.7701 18.1391 13.9075
H128 23.0065 17.4418 15.6354
C43 25.0840 18.2657 16.9251
O19 23.9361 18.5956 16.2053
H129 25.5132 19.1051 17.3730
H130 24.8109 17.5533 17.7781
H131 25.7455 17.7731 16.2635
H132 24.2595 19.1290 15.4595
C44 19.5203 14.5700 22.2066
O20 19.4748 15.9810 22.2338
H133 18.4798 14.2474 22.0505
H134 20.2028 14.2675 21.4330
H135 19.8812 14.0955 23.1220
H136 18.8798 16.3309 22.9263
C45 12.6713 16.8922 18.2559
O21 14.0688 16.7621 18.2096
H137 12.2072 16.2742 19.0178
H138 12.5050 17.9303 18.5909
H139 12.2245 16.7704 17.3092
H140 14.2976 15.9344 17.7677
C46 12.9177 22.4167 22.6802
O22 14.1604 23.1818 22.8684
H141 12.1306 23.1214 23.0040
H142 12.7350 22.1600 21.6605
H143 12.9828 21.5359 23.2988
H144 14.5555 22.9059 22.0333
C47 21.1805 19.9967 10.0477
O23 21.3360 21.0987 10.8910
H145 20.2130 19.5449 10.1501
H146 21.2695 20.2546 8.9869
H147 21.9720 19.3144 10.3590
H148 20.9386 21.9142 10.5308
C48 19.7232 12.7110 18.0345
O24 18.8557 13.8014 18.0410
H149 20.7889 12.9367 18.2761
H150 19.4007 11.9682 18.7991
H151 19.7020 12.1814 17.0864
H152 19.4853 14.5652 17.9418
C49 21.8539 22.8148 14.0054
O25 22.6345 21.7552 13.4585
H153 20.7944 22.7784 13.6257
H154 21.8691 22.7916 15.0949
H155 22.2451 23.7499 13.6614
H156 22.2632 21.6457 12.5480
C50 22.2934 18.0024 19.9524
O26 22.0056 19.1588 19.1614
H157 22.0694 18.2635 20.9726
H158 21.7298 17.1585 19.6608
H159 23.4134 17.7387 19.9207
H160 22.0330 18.9510 18.1859
C51 17.4928 23.3179 15.2957
O27 17.4555 22.2058 14.3727
H161 16.5062 23.7606 15.5591
H162 17.9581 23.1099 16.2635
H163 18.1207 24.1803 14.8506
H164 17.3709 21.4761 14.9582
C52 18.7485 27.2965 14.4556
O28 18.3195 27.1406 15.7707
H165 19.1679 28.3084 14.3467
H166 19.4886 26.6045 14.1496
H167 17.8980 27.1844 13.8446
H168 18.8900 26.5493 16.3539
C53 22.5284 24.4905 24.7742
O29 21.2356 24.3455 25.4672
H169 23.1954 23.6924 25.0309
H170 22.3666 24.5128 23.6693
H171 22.8778 25.4374 25.0697
H172 20.9828 23.4387 25.3657

For the electronic energy, the calculation gives -5070.6751 Eh. The value obtained for the gap between HOMO and LUMO is 9.0 eV. For the LUMO energy, the calculation gives 0.5152 eV. The largest force on an atom comes out at 3.19 eV/A.

=====

Formula: C51H41AuCl5OPSb2
Source: the Open Molecules 2025 dataset
Level of theory: wB97M-V/def2-TZVPD

Element x y z (Å)
Au1 0.2321 -0.0329 0.3395
C1 -3.3129 2.0256 -3.1889
C2 -2.5346 0.7587 -3.4831
C3 -1.0465 0.9636 -3.7083
Sb1 0.3918 0.9453 -2.0984
C4 1.1338 2.9255 -2.1047
C5 0.8431 3.8579 -3.0963
C6 1.4081 5.1265 -3.0505
C7 2.2753 5.4652 -2.0217
C8 2.5722 4.5384 -1.0316
C9 1.9960 3.2769 -1.0675
C10 1.8981 -0.1041 -3.1286
C11 1.7197 -1.4677 -3.3517
C12 2.6917 -2.1884 -4.0287
C13 3.8420 -1.5504 -4.4741
C14 4.0226 -0.1945 -4.2444
C15 3.0511 0.5341 -3.5701
Sb2 -2.8446 3.2201 -1.4758
C16 -1.2338 3.8577 -0.3090
C17 -0.8152 3.1402 0.8037
C18 0.1652 3.6807 1.6222
C19 0.7256 4.9138 1.3158
C20 0.3095 5.6184 0.1938
C21 -0.6788 5.0959 -0.6259
C22 -3.7746 5.0596 -1.8922
C23 -3.9777 5.9778 -0.8625
C24 -4.5082 7.2224 -1.1523
C25 -4.8241 7.5548 -2.4655
C26 -4.6067 6.6477 -3.4902
C27 -4.0848 5.3914 -3.2080
H1 -4.3485 1.8082 -2.9021
H2 -3.3352 2.7037 -4.0395
H3 -2.9605 0.3890 -4.4223
H4 -2.7331 -0.0100 -2.7376
H5 -0.8736 1.8927 -4.2548
H6 -0.6424 0.1668 -4.3338
H7 0.2055 3.6081 -3.9357
H8 1.1855 5.8423 -3.8310
H9 2.7273 6.4478 -1.9970
H10 3.2549 4.7972 -0.2328
H11 2.2284 2.5637 -0.2827
H12 0.8301 -1.9796 -2.9972
H13 2.5539 -3.2467 -4.2058
H14 4.6006 -2.1137 -5.0007
H15 4.9199 0.2998 -4.5921
H16 3.1980 1.5940 -3.3985
H17 -1.2717 2.1930 1.0361
H18 0.4831 3.1404 2.5049
H19 1.4873 5.3323 1.9605
H20 0.7471 6.5793 -0.0408
H21 -1.0111 5.6584 -1.4900
H22 -3.7117 5.7369 0.1610
H23 -4.6730 7.9356 -0.3562
H24 -5.2398 8.5283 -2.6880
H25 -4.8479 6.9106 -4.5110
H26 -3.9284 4.6995 -4.0240
Cl1 -7.8631 -1.3737 1.2259
C28 -6.4621 -0.5296 0.7293
C29 -5.3330 -1.2262 0.2885
Cl2 -5.3487 -2.9355 0.2492
C30 -4.1939 -0.5380 -0.1190
Cl3 -2.8094 -1.3897 -0.6881
C31 -4.1454 0.8557 -0.0689
O1 -3.0257 1.5114 -0.4046
C32 -5.2855 1.5244 0.3617
Cl4 -5.1943 3.2519 0.3378
C33 -6.4416 0.8639 0.7540
Cl5 -7.8051 1.7602 1.2622
C34 2.9491 0.0765 5.6013
C35 2.9942 0.6857 4.3564
C36 2.1548 0.2463 3.3421
C37 1.2727 -0.8062 3.5715
C38 1.2326 -1.4165 4.8251
C39 2.0686 -0.9732 5.8356
P1 0.2260 -1.4039 2.2285
C40 0.8949 -3.0048 1.7187
C41 2.2294 -3.3170 1.9623
C42 2.7577 -4.5089 1.4862
C43 1.9599 -5.3861 0.7675
C44 0.6292 -5.0734 0.5173
C45 0.0965 -3.8841 0.9859
C46 -1.3943 -1.7349 2.9663
C47 -2.3246 -0.7031 3.0579
C48 -3.5308 -0.8987 3.7104
C49 -3.8245 -2.1376 4.2638
C50 -2.9048 -3.1723 4.1743
C51 -1.6898 -2.9728 3.5353
H27 3.6021 0.4179 6.3934
H28 3.6846 1.4986 4.1741
H29 2.1906 0.7161 2.3649
H30 0.5474 -2.2336 5.0150
H31 2.0354 -1.4461 6.8077
H32 2.8551 -2.6405 2.5309
H33 3.7925 -4.7536 1.6842
H34 2.3724 -6.3181 0.4052
H35 0.0047 -5.7610 -0.0375
H36 -0.9443 -3.6474 0.7930
H37 -2.0971 0.2612 2.6260
H38 -4.2416 -0.0856 3.7902
H39 -4.7683 -2.2956 4.7691
H40 -3.1295 -4.1370 4.6092
H41 -0.9776 -3.7861 3.4751

For the electronic energy, the calculation gives -5301.2491 Eh. The value obtained for the gap between HOMO and LUMO is 7.3 eV. For the LUMO energy, the calculation gives -5.9483 eV. The largest force on an atom comes out at 0.46 eV/A. The net charge is +2.

=====

Formula: C27H25N4O2PdSSe2
Source: the Open Molecules 2025 dataset
Level of theory: wB97M-V/def2-TZVPD

Element x y z (Å)
Pd1 0.3411 -0.3118 -1.6401
O1 -2.5327 -0.3109 0.8649
C1 -1.9310 -0.9324 0.0232
O2 -1.5219 -0.3224 -1.0937
C2 -1.7127 -2.4131 0.1347
C3 -2.4597 -3.0689 1.1109
C4 -2.3621 -4.4358 1.2948
C5 -1.4759 -5.1691 0.5176
C6 -0.6961 -4.5333 -0.4315
C7 -0.8183 -3.1596 -0.6473
S1 0.2521 -2.5372 -1.9004
H1 -3.1285 -2.4724 1.7158
H2 -2.9675 -4.9270 2.0438
H3 -1.3733 -6.2360 0.6645
H4 0.0229 -5.0984 -1.0110
Se1 3.7053 -0.5264 -1.2877
N1 2.2676 -0.2657 -2.3390
C8 2.6698 0.2309 -3.5040
C9 1.8420 0.5599 -4.6139
C10 2.4390 1.0445 -5.7310
C11 3.8583 1.2204 -5.8286
C12 4.6796 0.8948 -4.8052
C13 4.1012 0.3809 -3.6039
N2 4.7928 0.0177 -2.5394
H5 0.7713 0.4124 -4.5648
H6 1.8292 1.2992 -6.5875
H7 4.2680 1.6115 -6.7495
H8 5.7534 1.0035 -4.8600
C14 -0.1529 2.4859 1.2808
N3 -1.3450 2.4757 0.4490
C15 -1.3912 2.3818 -0.8807
Se2 0.0515 2.1738 -2.0625
N4 -2.6683 2.4793 -1.2697
C16 -3.4903 2.6200 -0.1603
C17 -4.8665 2.7342 -0.0217
C18 -5.3460 2.8529 1.2679
C19 -4.4875 2.8600 2.3767
C20 -3.1186 2.7474 2.2345
C21 -2.6398 2.6293 0.9380
H9 0.7204 2.3715 0.6448
H10 -0.1971 1.6509 1.9809
H11 -0.0975 3.4276 1.8240
H12 -2.9568 2.3008 -2.2175
H13 -5.5295 2.7249 -0.8756
H14 -6.4112 2.9421 1.4289
H15 -4.9110 2.9514 3.3671
H16 -2.4586 2.7475 3.0903
C22 1.2081 -1.8946 3.2540
C23 1.9760 -0.7303 2.6130
C24 3.4686 -1.0718 2.5229
C25 1.7817 0.5459 3.4392
C26 1.4478 -0.5276 1.2536
C27 1.0086 -0.3853 0.1444
H17 1.5706 -2.0552 4.2702
H18 1.3495 -2.8145 2.6853
H19 0.1400 -1.6786 3.2957
H20 3.8525 -1.2901 3.5200
H21 4.0403 -0.2357 2.1165
H22 3.6327 -1.9514 1.8983
H23 2.2108 0.4066 4.4323
H24 0.7209 0.7722 3.5593
H25 2.2737 1.3982 2.9693

For the electronic energy, the calculation gives -6742.0325 Eh. The value obtained for the gap between HOMO and LUMO (spin up / spin down) is 6.2 / 6.2 eV. For the LUMO energy (spin up / spin down), the calculation gives -4.8246 / -4.8256 eV. The largest force on an atom comes out at 0.62 eV/A. The calculation puts the energy above the lowest of the compared OMol25 structures with the same formula, charge and spin at 104.1 kJ/mol. The net charge is +1.

=====

Formula: C3H10NS
Source: the Open Molecules 2025 dataset
Level of theory: wB97M-V/def2-TZVPD

Element x y z (Å)
C1 -2.3804 -0.6355 0.4821
S1 -1.7272 1.0350 -0.1785
H1 -3.2688 -0.4970 1.1522
H2 -2.4733 -1.4438 -0.3004
H3 -1.7383 -1.1236 1.2378
C2 1.2589 -0.6920 0.6696
N1 1.1474 -0.1917 -0.7121
C3 1.2435 1.2084 -0.9971
H4 2.2698 -0.9434 0.8005
H5 0.9590 0.2458 1.3372
H6 0.5366 -1.4336 0.9108
H7 0.2459 -0.3658 -1.1073
H8 1.0058 1.7901 -0.0440
H9 0.6872 1.5310 -1.8938
H10 2.2339 1.5160 -1.3570

For the electronic energy, the calculation gives -573.2073 Eh. The value obtained for the gap between HOMO and LUMO is 6.6 eV. For the LUMO energy, the calculation gives 4.2652 eV. The largest force on an atom comes out at 4.87 eV/A. The calculation puts the energy above the lowest of the compared OMol25 structures with the same formula, charge and spin at 196.5 kJ/mol. The net charge is -1.